{"formula": "C17H33I2N3O2PS2", "method": "wB97M-V/def2-TZVPD", "elements": ["C", "C", "S", "C", "C", "C", "N", "C", "I", "N", "C", "S", "O", "O", "C", "I", "C", "P", "C", "C", "H", "H", "H", "H", "H", "H", "H", "H", "H", "H", "H", "H", "H", "H", "H", "H", "H", "H", "C", "C", "N", "C", "C", "C", "C", "H", "H", "H", "H", "H", "H", "H", "H", "H", "H", "H", "H", "H", "H", "H"], "xyz": [[-3.301835, -0.414115, -1.557339], [-3.025313, -0.586312, -3.125171], [-1.295510, -1.071885, -3.593585], [-0.029758, 0.066284, -2.809579], [1.226429, -0.749342, -2.261335], [1.133858, -1.999741, -1.288216], [-0.212975, -2.400980, -0.827731], [2.427245, -2.769219, -0.844934], [2.057823, -4.470950, 0.495118], [3.771086, -2.368013, -1.266285], [4.945471, -3.142469, -0.785283], [5.456227, -2.319225, 0.827667], [5.685427, -0.828725, 0.602003], [4.409086, -2.442216, 1.902048], [3.919076, -1.191811, -2.125804], [5.885858, -0.441661, -2.763266], [2.701748, -0.360366, -2.662821], [2.946154, 1.146965, -3.771690], [3.843767, 2.525651, -2.842316], [3.754224, 0.724811, -5.423190], [-2.670018, 0.398860, -1.057095], [-4.397099, -0.166601, -1.300476], [-3.073628, -1.391616, -0.981081], [-3.699939, -1.454973, -3.479647], [-3.414686, 0.358113, -3.635850], [0.242611, 0.837557, -3.608700], [-0.574122, 0.659500, -1.978299], [-0.854556, -1.581637, -0.874882], [-0.185636, -2.609976, 0.194166], [4.743537, -4.264141, -0.670424], [5.861763, -3.062921, -1.469101], [6.663328, -2.817238, 1.323570], [3.827169, 2.245883, -1.720820], [3.267658, 3.503662, -2.958419], [4.939489, 2.624913, -3.191274], [3.371092, -0.230214, -5.917075], [4.909385, 0.690004, -5.392588], [3.507713, 1.591967, -6.144915], [-5.517889, 1.580422, 2.834525], [-4.142675, 0.964068, 2.610528], [-3.030647, 1.850258, 2.939721], [-1.746207, 1.334896, 2.486516], [-1.228956, 0.042030, 3.106417], [-3.038777, 2.419163, 4.284665], [-3.028623, 1.448254, 5.465211], [-5.640549, 2.499363, 2.256744], [-6.291864, 0.876831, 2.513332], [-5.703138, 1.800705, 3.888118], [-4.079877, 0.708062, 1.545987], [-4.087966, 0.019086, 3.164121], [-0.984557, 2.112665, 2.608692], [-1.816193, 1.180009, 1.401803], [-0.827951, 0.202374, 4.106576], [-0.406990, -0.345806, 2.492750], [-1.993088, -0.735832, 3.155741], [-3.920770, 3.061241, 4.381000], [-2.195903, 3.110897, 4.390084], [-3.696080, 0.596800, 5.315639], [-3.358672, 1.965214, 6.370358], [-2.024777, 1.071479, 5.666090]], "forces_ev_per_a": [[0.1772, -0.5462, 0.8284], [-1.5810, 0.5688, 1.2317], [-0.1690, -0.0992, 0.0288], [-0.3815, 0.6049, 0.5318], [3.5174, -1.5094, 0.8244], [1.4244, 1.0934, -0.6370], [2.5020, 1.5223, 0.7834], [-2.0294, 2.0496, -1.2335], [0.4983, 1.4909, -1.2941], [-2.2259, 1.4602, -1.1006], [1.0057, -0.6224, -0.4307], [-2.4611, 5.7218, 3.7353], [0.1537, -4.4060, -0.7582], [2.3714, -1.3472, -2.8902], [-2.6403, 0.2733, -0.0009], [-1.5737, -1.0628, 0.7783], [-0.0145, -2.9256, 2.1419], [-1.5401, 0.3740, -0.4680], [0.9634, -0.3227, 0.7286], [1.5154, 0.3502, -0.7961], [-0.8028, -0.9479, -0.8816], [1.6379, -0.3115, -0.7446], [-0.3397, 1.4117, -1.0303], [1.4241, 1.2563, 0.3291], [0.8950, -1.2822, 0.4304], [0.1810, -1.2783, 1.3927], [1.1175, -1.0480, -0.9645], [0.6568, -0.8217, -0.5128], [0.1900, -0.2432, -1.0119], [-0.1016, 1.7924, 0.1192], [-1.5431, 0.2796, 0.7443], [-0.7499, -0.3201, -0.9174], [0.1467, 0.4698, -1.7544], [0.8315, -1.4583, -0.0683], [-1.7421, 0.0154, 0.6549], [0.3464, 1.2579, 0.9922], [-1.8135, -0.1123, -0.0129], [0.1290, -1.2904, 1.2981], [-0.0436, -0.0030, 0.0760], [-0.1132, 0.1575, 0.0821], [0.1920, 0.0492, -0.1869], [-0.0725, 0.2059, -0.2472], [0.2834, -0.2390, 0.0361], [-0.2944, 0.2087, 0.0764], [0.1239, -0.0283, 0.2320], [0.0731, -0.0170, 0.0838], [0.1038, 0.0510, 0.0280], [0.0069, 0.0142, -0.0756], [0.2550, 0.0171, 0.0685], [-0.0603, -0.1518, 0.0238], [-0.1409, 0.0364, 0.1100], [-0.1648, 0.0289, 0.0132], [-0.0714, -0.0765, -0.0046], [-0.0242, 0.0203, 0.0679], [-0.0105, 0.0505, 0.0219], [0.0153, -0.1305, -0.1489], [0.0315, -0.1530, -0.2255], [0.0194, 0.0484, -0.0221], [0.0110, -0.0292, -0.0647], [-0.0956, -0.0969, -0.0098]], "homo_lumo_gap_ha": 0.1902, "total_charge": 1, "e_tot_ev": -73875.53912}